A structure of composition C50H56BrN3OP3S4Sc. Source: the OMol25 dataset; level of theory: ωB97M-V/def2-TZVPD.

Last column: Mulliken charge in e.
Atoms and positions in Å:
Sc  -0.590  0.093  0.205  0.228
C  1.613  4.110  -0.299  -1.701
C  1.934  3.529  1.075  0.244
C  3.293  2.830  1.067  -1.318
P  0.596  2.353  1.647  1.000
C  0.884  2.262  3.514  2.140
C  -0.453  2.028  4.222  -1.914
C  1.656  3.391  4.198  -1.808
C  -0.863  3.424  1.507  0.498
C  -0.873  4.664  2.147  -0.574
C  -1.952  5.519  2.080  -1.172
C  -3.040  5.133  1.305  -1.136
C  -3.041  3.931  0.635  -0.993
C  -1.968  3.008  0.725  -0.422
N  -1.912  1.847  -0.020  2.345
C  -3.047  1.537  -0.803  -0.635
C  -4.324  1.385  -0.258  0.204
C  -5.420  1.179  -1.076  -1.027
C  -5.270  1.148  -2.455  -1.072
C  -4.003  1.242  -3.007  -0.340
C  -2.885  1.400  -2.195  0.083
P  -1.155  1.219  -2.754  1.701
C  -0.677  2.955  -3.357  0.573
C  -1.209  4.003  -2.380  -0.822
C  -1.115  3.343  -4.768  -1.807
C  -1.363  0.375  -4.433  0.332
C  0.010  0.208  -5.097  -1.891
C  -2.133  -0.949  -4.455  -1.629
H  2.445  4.731  -0.641  0.544
H  1.457  3.319  -1.038  0.126
H  0.718  4.729  -0.264  0.277
H  1.960  4.349  1.795  0.803
H  3.314  2.036  0.316  0.211
H  4.085  3.540  0.818  0.560
H  3.529  2.391  2.038  -0.082
H  1.488  1.364  3.644  -0.792
H  -1.031  2.950  4.274  0.383
H  -1.062  1.286  3.707  0.477
H  -0.279  1.673  5.240  0.401
H  1.102  4.328  4.208  0.331
H  1.817  3.101  5.239  0.466
H  2.637  3.560  3.751  0.385
H  0.004  4.973  2.699  0.311
H  -1.937  6.471  2.594  0.480
H  -3.891  5.796  1.205  0.414
H  -3.875  3.699  -0.008  0.439
H  -4.438  1.424  0.818  0.604
H  -6.402  1.054  -0.637  0.457
H  -6.131  1.009  -3.096  0.423
H  -3.890  1.193  -4.083  0.398
H  0.418  2.966  -3.312  0.542
H  -2.291  4.096  -2.483  0.306
H  -0.994  3.745  -1.348  -0.668
H  -0.761  4.977  -2.591  0.589
H  -2.201  3.280  -4.865  0.277
H  -0.829  4.382  -4.946  0.486
H  -0.650  2.739  -5.546  0.374
H  -1.937  1.084  -5.031  1.042
H  0.539  -0.657  -4.699  0.202
H  -0.105  0.047  -6.171  0.442
H  0.645  1.085  -4.955  0.414
H  -1.564  -1.786  -4.051  0.213
H  -3.058  -0.905  -3.886  0.271
H  -2.374  -1.199  -5.491  0.539
N  0.607  -1.346  -2.337  1.244
C  1.125  -2.659  -2.595  0.159
C  0.990  -3.304  -3.820  -0.635
C  1.602  -4.531  -4.018  -1.069
C  2.363  -5.112  -3.015  -0.840
C  2.444  -4.508  -1.770  -0.738
C  1.799  -3.297  -1.548  0.428
P  1.600  -2.521  0.111  0.963
C  0.450  -3.759  0.843  1.004
C  -0.605  -4.239  0.066  -0.673
C  -1.602  -5.017  0.632  -0.625
C  -1.550  -5.356  1.976  -0.802
C  -0.493  -4.908  2.751  -1.163
C  0.491  -4.105  2.193  -0.410
C  3.295  -2.976  0.679  0.603
C  3.670  -3.990  1.550  -0.218
C  5.013  -4.209  1.837  -0.833
C  5.996  -3.436  1.243  -0.587
C  5.636  -2.445  0.339  -0.845
C  4.299  -2.219  0.067  -0.679
H  -0.261  -1.203  -2.832  -1.577
H  1.261  -0.638  -2.649  0.399
H  0.399  -2.864  -4.614  0.338
H  1.499  -5.033  -4.971  0.405
H  2.858  -6.058  -3.191  0.430
H  2.988  -4.992  -0.969  0.475
H  -0.667  -3.994  -0.982  0.360
H  -2.437  -5.341  0.024  0.469
H  -2.332  -5.960  2.416  0.404
H  -0.442  -5.167  3.802  0.421
H  1.288  -3.736  2.821  0.394
H  2.922  -4.634  1.994  0.551
H  5.293  -5.000  2.522  0.440
H  7.038  -3.596  1.489  0.385
H  6.398  -1.848  -0.146  0.433
H  4.021  -1.451  -0.650  0.381
O  -6.571  -3.497  1.754  -0.612
C  -5.532  -2.946  1.503  0.645
S  -4.814  -2.878  -0.112  -0.199
C  -3.393  -1.938  0.318  -0.253
C  -3.268  -1.580  1.606  0.379
S  -1.966  -0.649  2.264  -0.663
S  -4.537  -2.108  2.704  -0.223
S  -2.252  -1.590  -0.927  -0.156
Br  5.198  0.523  3.357  -0.138
C  3.467  -0.224  3.515  -0.463
C  3.045  -0.762  4.720  -0.589
C  1.745  -1.227  4.792  -1.337
C  0.931  -1.144  3.670  -0.429
N  1.351  -0.650  2.505  2.103
C  2.604  -0.200  2.435  -0.479
H  3.713  -0.797  5.570  0.540
H  1.357  -1.639  5.714  0.560
H  -0.102  -1.465  3.700  0.359
H  2.917  0.224  1.489  0.237

Relative energy (zero: lowest compared OMol25 entry of this formula, charge and spin) in kcal per mole: 26.43


A structure of composition C50H56Cl3HfN9OP2S. Source: the OMol25 dataset; level of theory: ωB97M-V/def2-TZVPD.

Last column: Mulliken charge in e.
Atoms and positions in Å:
Hf  0.399  -0.518  -1.582  0.395
C  1.356  -3.618  -1.595  -1.824
N  0.390  -2.817  -2.408  -0.479
C  0.792  -2.861  -3.850  -1.411
C  0.858  -1.503  -4.458  0.287
N  1.003  -0.371  -3.769  0.650
C  1.143  0.644  -4.753  0.169
C  1.380  2.016  -4.665  -0.572
C  1.466  2.728  -5.845  -0.908
C  1.335  2.112  -7.100  -0.658
C  1.132  0.753  -7.207  -1.196
C  1.046  0.051  -6.011  0.738
N  0.858  -1.306  -5.773  0.046
C  2.525  -2.734  -1.317  0.533
N  2.444  -1.414  -1.465  0.740
C  3.707  -0.903  -1.100  0.277
C  4.218  0.394  -1.134  -0.466
C  5.526  0.563  -0.727  -0.916
C  6.317  -0.523  -0.311  -0.737
C  5.832  -1.814  -0.305  -1.235
C  4.511  -1.972  -0.709  0.740
N  3.720  -3.112  -0.869  0.061
H  1.654  -4.524  -2.127  0.822
H  0.879  -3.922  -0.664  0.559
H  -0.516  -3.275  -2.333  0.408
H  0.111  -3.503  -4.410  0.701
H  1.785  -3.311  -3.925  0.582
H  1.528  2.525  -3.730  0.402
H  1.658  3.792  -5.806  0.507
H  1.416  2.711  -7.996  0.463
H  1.058  0.263  -8.169  0.513
H  0.789  -2.026  -6.479  0.284
H  3.641  1.235  -1.496  0.401
H  5.966  1.550  -0.745  0.516
H  7.339  -0.342  -0.010  0.477
H  6.453  -2.651  -0.015  0.530
H  4.020  -4.066  -0.715  0.287
C  -0.992  1.081  1.831  -1.029
P  -0.548  1.447  0.120  1.221
C  -2.083  2.120  -0.615  -0.385
N  -2.686  3.036  0.110  -0.077
C  -3.749  3.672  -0.422  0.282
C  -4.427  4.665  0.323  -0.643
C  -5.468  5.329  -0.254  -0.637
C  -5.881  5.040  -1.585  -0.609
C  -5.255  4.083  -2.327  -0.576
C  -4.175  3.370  -1.756  0.286
N  -3.572  2.385  -2.451  -0.151
C  -2.564  1.758  -1.889  0.108
P  -1.957  0.293  -2.797  1.216
C  -2.096  0.756  -4.536  -1.684
C  -3.178  -1.059  -2.448  1.976
C  -4.627  -0.572  -2.392  -1.768
C  -3.031  -2.129  -3.536  -1.911
C  -2.748  -1.607  -1.094  -1.748
C  0.719  2.789  0.078  1.996
C  1.120  2.853  -1.389  -1.560
C  1.912  2.331  0.918  -1.201
C  0.215  4.143  0.577  -1.704
H  -1.652  1.882  2.167  0.879
H  -0.111  1.054  2.474  -0.035
H  -1.510  0.125  1.895  0.101
H  -4.098  4.879  1.330  0.509
H  -5.996  6.093  0.301  0.452
H  -6.710  5.593  -2.007  0.454
H  -5.563  3.846  -3.336  0.505
H  -3.125  1.073  -4.710  0.643
H  -1.851  -0.083  -5.185  0.407
H  -1.432  1.592  -4.754  0.410
H  -4.912  -0.026  -3.291  0.323
H  -4.809  0.070  -1.531  0.412
H  -5.286  -1.439  -2.309  0.528
H  -3.474  -1.805  -4.477  0.428
H  -3.550  -3.039  -3.229  0.486
H  -1.984  -2.385  -3.745  0.279
H  -2.811  -0.861  -0.296  0.272
H  -1.707  -1.983  -1.142  -0.328
H  -3.358  -2.464  -0.795  0.905
H  1.484  1.856  -1.742  -0.433
H  1.965  3.527  -1.547  0.865
H  0.300  3.160  -2.041  0.423
H  2.301  1.355  0.602  -0.120
H  1.677  2.284  1.979  -0.291
H  2.729  3.046  0.801  0.652
H  -0.550  4.564  -0.070  0.429
H  1.057  4.839  0.604  0.486
H  -0.186  4.072  1.587  0.331
Cl  -2.618  -5.349  7.519  -0.147
C  -1.516  -4.293  6.733  0.228
C  -0.147  -4.464  6.903  -1.012
C  0.726  -3.604  6.262  -0.493
C  0.269  -2.564  5.451  -0.747
C  1.277  -1.653  4.786  1.820
C  1.963  -2.298  3.576  -2.169
N  1.104  -2.270  2.380  0.527
C  0.021  -3.076  2.137  -1.481
C  -0.488  -2.687  0.943  -1.106
N  0.254  -1.613  0.449  1.711
C  1.213  -1.414  1.369  -0.323
O  2.359  -1.333  5.625  -0.417
C  2.071  -0.392  6.669  -0.888
C  1.499  0.897  6.145  0.234
C  1.990  1.604  5.089  0.771
Cl  3.348  1.191  4.108  -0.136
S  1.106  3.038  4.770  -0.102
C  0.019  2.695  6.049  -0.487
C  0.348  1.543  6.689  -0.768
C  -1.106  -2.424  5.313  1.340
Cl  -1.779  -1.139  4.325  -0.194
C  -2.008  -3.269  5.936  -0.848
H  0.221  -5.256  7.540  0.478
H  1.793  -3.718  6.414  0.491
H  0.771  -0.743  4.442  -0.216
H  2.230  -3.336  3.772  0.405
H  2.866  -1.731  3.349  0.521
H  -0.296  -3.830  2.839  0.770
H  -1.362  -3.070  0.451  0.687
H  1.993  -0.666  1.336  0.145
H  3.030  -0.228  7.157  0.435
H  1.388  -0.828  7.402  0.366
H  -0.776  3.384  6.283  0.526
H  -0.195  1.164  7.544  0.481
H  -3.072  -3.129  5.819  0.540

Net charge: +4


no.,HOMO energy (eV),frontier orbital gap (eV),maximum force (eV Å⁻¹)
1,-6.490,6.2427,1.319
2,-16.302,4.4996,0.565